{
  "formula": "C22H39Br2FN2O11PS",
  "method": "ωB97M-V/def2-TZVPD",
  "elements": ["C", "C", "Br", "C", "Br", "O", "C", "O", "C", "C", "C", "F", "N", "C", "P", "N", "O", "C", "S", "C", "O", "O", "H", "H", "H", "H", "H", "H", "H", "H", "H", "H", "H", "C", "O", "C", "C", "O", "C", "C", "O", "C", "H", "H", "H", "H", "H", "H", "H", "H", "H", "H", "H", "H", "H", "H", "C", "O", "C", "C", "O", "C", "C", "O", "C", "H", "H", "H", "H", "H", "H", "H", "H", "H", "H", "H", "H", "H", "H"],
  "xyz": [[6.507, -6.599, -0.997], [5.074, -6.529, -1.413], [4.607, -7.483, -2.969], [4.114, -5.869, -0.787], [4.381, -4.898, 0.790], [2.794, -5.876, -1.220], [2.304, -4.682, -1.644], [2.932, -3.784, -2.121], [0.820, -4.612, -1.339], [0.513, -4.602, 0.014], [-0.796, -4.512, 0.373], [-1.187, -4.521, 1.604], [-1.762, -4.419, -0.549], [-1.513, -4.445, -1.870], [-3.024, -4.381, -2.997], [-2.865, -2.793, -3.596], [-4.146, -4.208, -1.797], [-0.209, -4.554, -2.297], [0.233, -4.630, -4.026], [1.002, -6.193, -4.265], [1.192, -3.591, -4.250], [-0.943, -4.566, -4.846], [6.782, -5.669, -0.501], [6.699, -7.450, -0.348], [7.129, -6.672, -1.886], [1.280, -4.685, 0.771], [-2.735, -4.358, -0.246], [-3.728, -2.274, -3.455], [-2.131, -2.236, -3.168], [-4.184, -3.314, -1.425], [1.798, -6.390, -3.554], [1.382, -6.125, -5.284], [0.228, -6.958, -4.239], [-1.904, 4.327, -1.673], [-0.945, 3.335, -1.974], [0.388, 3.816, -1.893], [1.335, 2.729, -1.445], [1.237, 2.419, -0.062], [0.128, 1.658, 0.368], [0.186, 0.196, -0.012], [-0.157, 0.000, -1.376], [0.415, -1.155, -1.923], [-1.895, 5.133, -2.414], [-2.882, 3.850, -1.684], [-1.732, 4.756, -0.678], [0.448, 4.655, -1.191], [0.702, 4.168, -2.884], [2.350, 3.107, -1.578], [1.230, 1.836, -2.065], [-0.813, 2.107, 0.042], [0.161, 1.709, 1.459], [-0.532, -0.357, 0.614], [1.195, -0.187, 0.184], [1.505, -1.148, -1.813], [0.188, -1.175, -2.989], [0.011, -2.071, -1.465], [1.019, 5.505, 5.830], [-0.308, 5.660, 5.381], [-0.535, 6.902, 4.737], [-1.581, 6.776, 3.655], [-1.126, 6.132, 2.476], [-0.964, 4.726, 2.505], [-2.260, 3.949, 2.521], [-2.843, 3.944, 3.810], [-4.242, 3.785, 3.782], [1.265, 6.228, 6.616], [1.110, 4.500, 6.237], [1.733, 5.618, 5.005], [0.394, 7.282, 4.296], [-0.890, 7.628, 5.480], [-1.841, 7.788, 3.338], [-2.487, 6.306, 4.044], [-0.311, 4.416, 3.325], [-0.450, 4.487, 1.569], [-2.051, 2.909, 2.226], [-2.951, 4.387, 1.789], [-4.717, 4.557, 3.166], [-4.603, 3.884, 4.803], [-4.528, 2.798, 3.398]],
  "mulliken_charge": [-1.288, 0.624, -0.127, 0.076, -0.070, -0.265, -0.602, -0.467, 0.852, -0.251, -0.296, -0.246, 0.193, 0.003, 0.200, -0.473, -0.637, 0.483, 1.737, -0.939, -0.602, -0.708, 0.437, 0.287, 0.383, 0.446, 0.303, 0.320, 0.251, 0.336, 0.193, 0.484, 0.368, -0.525, -0.301, -0.562, -0.288, -0.482, -0.144, -0.739, -0.342, -1.142, 0.358, 0.229, 0.085, 0.319, 0.438, 0.415, 0.042, 0.116, 0.472, 0.364, 0.357, 0.503, 0.456, 0.374, -0.774, -0.286, -0.542, -0.417, -0.470, -0.185, -0.439, -0.286, -0.785, 0.334, 0.228, 0.337, 0.348, 0.402, 0.400, 0.154, 0.257, 0.154, 0.286, 0.361, 0.337, 0.250, 0.323],
  "gap_ev": 5.4,
  "e_tot_ev": -211864.6356,
  "fmax_ev_per_a": 2.14,
  "lumo_ev": -5.07,
  "e_homo_ev": -10.5,
  "charge": 1
}

---

{
  "formula": "C22H39CrN2O2Si3",
  "method": "ωB97M-V/def2-TZVPD",
  "elements": ["Cr", "C", "C", "C", "C", "C", "C", "H", "H", "H", "H", "H", "H", "C", "O", "Si", "C", "C", "C", "Si", "C", "C", "C", "Si", "C", "C", "C", "H", "H", "H", "H", "H", "H", "H", "H", "H", "H", "H", "H", "H", "H", "H", "H", "H", "H", "H", "H", "H", "H", "H", "H", "H", "H", "H", "N", "C", "O", "C", "C", "C", "C", "N", "C", "H", "H", "H", "H", "H", "H"],
  "xyz": [[0.301, -0.406, -0.331], [-1.942, 0.913, 0.821], [-2.609, 1.599, -0.184], [-1.953, 2.595, -0.899], [-0.619, 2.878, -0.651], [0.062, 2.186, 0.350], [-0.609, 1.231, 1.113], [-2.455, 0.162, 1.410], [-3.644, 1.368, -0.397], [-2.487, 3.147, -1.661], [-0.108, 3.647, -1.214], [1.091, 2.435, 0.584], [-0.122, 0.783, 1.967], [0.852, -2.715, -2.579], [0.923, -2.088, -1.301], [2.071, -2.538, -0.070], [3.728, -2.190, -0.850], [1.945, -4.377, 0.125], [1.443, -1.396, 1.207], [0.229, -2.245, 2.345], [0.944, -3.728, 3.238], [-1.282, -2.811, 1.353], [-0.479, -1.212, 3.747], [2.772, -0.318, 1.935], [4.159, -1.309, 2.711], [3.493, 0.849, 0.619], [2.234, 0.838, 3.313], [0.314, -3.659, -2.497], [1.857, -2.900, -2.961], [0.328, -2.065, -3.274], [4.018, -3.031, -1.484], [4.527, -2.053, -0.123], [3.701, -1.292, -1.469], [2.283, -4.850, -0.801], [0.941, -4.732, 0.348], [2.606, -4.723, 0.921], [1.016, -4.622, 2.619], [0.315, -3.978, 4.095], [1.943, -3.512, 3.623], [-1.104, -3.751, 0.828], [-1.619, -2.098, 0.589], [-2.137, -2.970, 2.014], [0.278, -0.944, 4.485], [-1.196, -1.862, 4.255], [-1.022, -0.306, 3.484], [4.526, -2.127, 2.089], [3.808, -1.754, 3.646], [5.011, -0.673, 2.958], [4.494, 0.555, 0.301], [3.567, 1.864, 1.014], [2.891, 0.906, -0.296], [1.914, 0.319, 4.216], [1.467, 1.569, 3.053], [3.124, 1.417, 3.580], [-4.138, -0.566, -5.361], [-3.644, -0.605, -4.107], [-4.282, -0.993, -3.150], [-2.225, -0.125, -3.902], [-1.421, 0.494, -4.846], [-0.152, 0.927, -4.489], [0.267, 0.734, -3.186], [-0.500, 0.133, -2.270], [-1.710, -0.297, -2.624], [-5.091, -0.862, -5.496], [-3.616, -0.251, -6.156], [-1.761, 0.663, -5.860], [0.497, 1.420, -5.197], [1.243, 1.074, -2.858], [-2.323, -0.784, -1.876]],
  "lowdin_spin": [3.824, 0.003, 0.019, -0.001, 0.019, 0.000, 0.020, 0.000, 0.001, 0.000, 0.001, 0.001, 0.004, 0.002, 0.025, 0.005, 0.001, 0.002, -0.010, 0.005, 0.000, 0.011, 0.001, 0.001, -0.002, 0.008, 0.001, 0.000, 0.000, 0.000, 0.000, 0.000, 0.000, 0.000, 0.000, 0.000, 0.000, 0.000, 0.000, 0.000, 0.006, 0.001, 0.000, 0.000, 0.000, 0.000, 0.000, 0.000, 0.001, 0.000, 0.006, 0.000, 0.000, 0.000, 0.000, 0.000, 0.000, 0.000, 0.007, -0.001, 0.012, 0.010, 0.013, 0.000, 0.000, 0.000, 0.000, 0.003, 0.003],
  "gap_ev": [8.2, 8.0],
  "e_tot_ev": -82576.0212,
  "fmax_ev_per_a": 0.35,
  "lumo_ev": [-3.15, -3.22],
  "e_homo_ev": [-11.3, -11.2],
  "charge": 1,
  "spin_multiplicity": 5
}

---

{
  "formula": "C22H40ClHoN8O6S",
  "method": "ωB97M-V/def2-TZVPD",
  "elements": ["Ho", "C", "C", "N", "C", "C", "N", "C", "C", "N", "H", "H", "H", "H", "H", "H", "H", "H", "H", "H", "H", "H", "H", "H", "H", "N", "C", "N", "O", "H", "H", "H", "H", "Cl", "C", "C", "C", "C", "C", "C", "C", "H", "H", "H", "H", "H", "H", "C", "C", "S", "O", "O", "C", "C", "N", "C", "N", "C", "C", "N", "O", "O", "C", "H", "H", "H", "H", "H", "H", "H", "H", "H", "H", "H", "H", "H", "O", "H", "H"],
  "xyz": [[0.653, 0.610, 1.257], [0.391, -2.451, 2.886], [1.106, -1.454, 3.776], [0.485, -0.110, 3.676], [-0.867, -0.050, 4.277], [-1.872, 0.636, 3.375], [-1.784, 0.150, 1.978], [-2.242, -1.255, 1.812], [-1.243, -2.103, 1.045], [0.129, -1.888, 1.542], [0.985, -3.362, 2.813], [-0.558, -2.746, 3.332], [1.088, -1.824, 4.804], [2.149, -1.354, 3.475], [1.093, 0.533, 4.180], [-1.198, -1.061, 4.510], [-0.835, 0.482, 5.228], [-2.867, 0.477, 3.797], [-1.685, 1.712, 3.356], [-2.383, 0.760, 1.434], [-2.433, -1.685, 2.795], [-3.196, -1.278, 1.286], [-1.544, -3.152, 1.108], [-1.253, -1.820, -0.008], [0.772, -2.318, 0.886], [4.138, -1.556, -0.664], [3.792, -0.998, 0.504], [4.714, -0.861, 1.460], [2.603, -0.619, 0.717], [5.087, -1.828, -0.863], [3.467, -1.650, -1.408], [5.677, -1.120, 1.320], [4.470, -0.337, 2.286], [5.070, 1.218, 6.499], [4.153, 1.676, 5.109], [2.868, 2.177, 5.259], [2.134, 2.524, 4.132], [2.639, 2.390, 2.831], [1.804, 2.686, 1.631], [3.960, 1.937, 2.728], [4.711, 1.579, 3.844], [2.459, 2.315, 6.253], [1.144, 2.954, 4.270], [2.444, 2.964, 0.789], [1.161, 3.542, 1.844], [4.426, 1.905, 1.747], [5.744, 1.265, 3.743], [-5.741, -0.612, -6.574], [-4.675, -0.725, -5.482], [-3.090, -0.967, -6.220], [-2.740, 0.236, -6.935], [-3.082, -2.254, -6.854], [-1.956, -1.064, -4.844], [-1.303, 0.289, -4.579], [-0.485, 0.263, -3.337], [-0.947, 0.519, -2.098], [0.032, 0.408, -1.191], [1.157, 0.050, -1.893], [0.850, -0.043, -3.194], [1.767, -0.459, -4.234], [1.454, -0.284, -5.387], [2.817, -0.932, -3.840], [-2.371, 0.860, -1.825], [-6.712, -0.441, -6.113], [-5.793, -1.528, -7.159], [-5.527, 0.219, -7.246], [-4.843, -1.586, -4.831], [-4.603, 0.191, -4.887], [-1.222, -1.808, -5.164], [-2.500, -1.457, -3.981], [-2.025, 1.096, -4.487], [-0.643, 0.547, -5.393], [2.114, -0.084, -1.434], [-2.704, 1.707, -2.428], [-2.485, 1.124, -0.777], [-3.033, 0.021, -2.049], [-1.122, 2.654, 0.693], [-1.077, 3.417, 1.285], [-1.066, 3.030, -0.194]],
  "lowdin_spin": [4.023, 0.000, 0.000, -0.005, 0.000, 0.000, -0.005, 0.000, 0.000, -0.001, 0.000, 0.000, 0.000, 0.000, 0.000, 0.000, 0.000, 0.000, 0.000, 0.000, 0.000, 0.000, 0.000, 0.000, 0.000, 0.000, 0.000, 0.000, -0.004, 0.000, 0.000, 0.000, 0.000, 0.000, 0.001, 0.000, 0.001, 0.000, -0.007, 0.001, 0.000, 0.000, 0.000, 0.000, 0.000, 0.000, 0.000, 0.000, 0.000, 0.000, 0.000, 0.000, 0.000, 0.000, 0.000, 0.000, -0.004, 0.000, 0.000, 0.000, 0.000, 0.000, 0.000, 0.000, 0.000, 0.000, 0.000, 0.000, 0.000, 0.000, 0.000, 0.000, 0.000, 0.000, 0.000, 0.000, -0.001, 0.000, 0.000],
  "gap_ev": [6.9, 6.9],
  "e_tot_ev": -96812.4966,
  "fmax_ev_per_a": 0.69,
  "lumo_ev": [-5.69, -5.69],
  "relative_energy_kcal_mol": 6.75,
  "e_homo_ev": [-12.6, -12.6],
  "charge": 2,
  "spin_multiplicity": 5
}

---

{
  "formula": "C22H40F18N2O20S6Y",
  "method": "ωB97M-V/def2-TZVPD",
  "elements": ["Y", "C", "C", "N", "C", "C", "C", "C", "C", "O", "C", "H", "H", "H", "H", "H", "H", "H", "H", "H", "H", "H", "H", "H", "H", "H", "H", "H", "H", "H", "H", "C", "C", "N", "C", "C", "C", "C", "C", "O", "C", "H", "H", "H", "H", "H", "H", "H", "H", "H", "H", "H", "H", "H", "H", "H", "H", "H", "H", "H", "H", "C", "F", "F", "F", "S", "O", "O", "O", "C", "F", "F", "F", "S", "O", "O", "O", "C", "F", "F", "F", "S", "O", "O", "O", "C", "F", "F", "F", "S", "O", "O", "O", "C", "F", "F", "F", "S", "O", "O", "O", "C", "F", "F", "F", "S", "O", "O", "O"],
  "xyz": [[-0.287, -0.464, -0.203], [5.235, -5.978, 2.968], [6.047, -4.661, 2.832], [5.223, -3.344, 2.743], [4.084, -3.435, 1.675], [4.491, -3.166, 4.150], [5.310, -2.917, 5.492], [6.162, -2.165, 2.478], [7.176, -2.329, 1.418], [6.520, -2.681, 0.197], [6.940, -2.059, -1.003], [4.538, -6.064, 3.801], [5.847, -6.879, 3.028], [4.641, -6.138, 2.069], [6.486, -4.676, 1.834], [6.837, -4.642, 3.583], [4.363, -3.879, 0.719], [3.674, -2.426, 1.631], [3.337, -4.034, 2.197], [3.917, -4.083, 4.281], [3.821, -2.338, 3.917], [5.861, -1.977, 5.464], [5.950, -3.694, 5.911], [4.562, -2.897, 6.284], [6.652, -1.895, 3.413], [5.517, -1.292, 2.373], [7.937, -3.070, 1.665], [7.702, -1.375, 1.383], [7.605, -2.823, -1.405], [7.167, -0.993, -1.030], [6.090, -2.078, -1.686], [-4.539, 6.262, -2.880], [-5.563, 5.199, -3.147], [-5.168, 3.714, -2.771], [-6.298, 2.801, -3.069], [-3.996, 3.158, -3.575], [-2.562, 3.561, -3.211], [-4.806, 3.558, -1.263], [-5.920, 3.896, -0.133], [-5.982, 5.320, 0.028], [-6.968, 5.681, 0.995], [-4.426, 6.644, -1.865], [-4.985, 7.111, -3.398], [-3.639, 6.367, -3.486], [-5.712, 5.253, -4.225], [-6.485, 5.318, -2.577], [-6.268, 1.830, -2.575], [-6.414, 2.718, -4.150], [-7.218, 3.264, -2.712], [-4.104, 3.367, -4.639], [-4.016, 2.091, -3.352], [-2.161, 3.053, -2.335], [-2.283, 4.610, -3.113], [-1.878, 3.326, -4.027], [-3.919, 4.162, -1.073], [-4.686, 2.480, -1.158], [-5.692, 3.451, 0.835], [-6.954, 3.641, -0.366], [-6.567, 6.435, 1.671], [-7.402, 4.801, 1.470], [-7.644, 6.222, 0.332], [-3.851, -2.675, -2.630], [-3.370, -3.792, -2.240], [-3.189, -2.385, -3.806], [-5.107, -2.754, -2.953], [-3.548, -1.184, -1.373], [-2.147, -1.206, -1.089], [-3.897, 0.062, -1.998], [-4.344, -1.446, -0.177], [-0.616, 0.022, -4.873], [-0.685, -1.302, -4.815], [-0.393, 0.513, -6.126], [-1.871, 0.566, -4.531], [0.677, 0.797, -3.623], [0.302, 2.248, -3.583], [0.318, 0.213, -2.333], [1.976, 0.575, -4.221], [2.560, 1.429, 3.123], [1.561, 2.211, 3.414], [3.664, 1.975, 3.588], [2.312, 0.185, 3.672], [2.693, 1.290, 1.227], [2.863, 2.680, 0.785], [3.803, 0.446, 0.879], [1.340, 0.796, 0.824], [2.176, -3.103, -2.991], [1.850, -4.278, -3.453], [3.536, -3.040, -2.752], [1.754, -2.159, -3.766], [1.436, -2.744, -1.224], [1.784, -3.807, -0.283], [1.821, -1.437, -0.686], [0.002, -2.554, -1.355], [-1.566, -2.579, 3.683], [-1.441, -3.291, 4.837], [-2.713, -2.995, 3.099], [-1.652, -1.256, 3.898], [-0.106, -3.048, 2.477], [1.111, -2.977, 3.261], [-0.368, -4.418, 1.983], [-0.110, -1.998, 1.502], [-1.236, 3.005, 1.950], [-1.868, 4.176, 1.955], [-0.101, 3.110, 1.327], [-1.110, 2.717, 3.269], [-2.240, 1.437, 1.074], [-1.831, 1.333, -0.342], [-1.635, 0.235, 1.649], [-3.692, 1.568, 1.337]],
  "mulliken_charge": [2.628, -1.359, -0.488, 0.856, -1.213, -0.471, -1.469, -0.308, -1.019, -0.071, -0.761, 0.342, 0.392, 0.315, 0.416, 0.461, 0.232, 0.179, 0.628, 0.458, 0.427, 0.355, 0.333, 0.445, 0.312, 0.361, 0.335, 0.518, 0.319, 0.370, 0.080, -1.339, -0.353, 0.321, -0.931, -0.294, -1.002, -0.087, -1.060, -0.252, -0.842, 0.320, 0.491, 0.369, 0.503, 0.358, 0.271, 0.393, 0.463, 0.381, 0.450, -0.158, 0.220, 0.483, 0.471, 0.009, 0.655, 0.355, 0.221, 0.390, 0.284, 0.447, -0.172, -0.234, -0.212, 1.421, -1.339, -0.585, -0.758, 0.506, -0.167, -0.254, -0.191, 1.309, -0.652, -0.438, -0.690, 0.519, -0.202, -0.219, -0.170, 1.290, -0.729, -0.502, -1.097, 0.386, -0.170, -0.215, -0.091, 0.697, -0.562, -0.565, -0.460, 0.469, -0.229, -0.231, -0.172, 1.320, -0.652, -0.724, -0.643, 0.585, -0.245, -0.153, -0.223, 0.788, -0.503, -0.405, -0.577],
  "gap_ev": 8.3,
  "e_tot_ev": -182365.7678,
  "fmax_ev_per_a": 4.45,
  "lumo_ev": 1.67,
  "e_homo_ev": -6.7,
  "charge": -1
}